(1)
Density functional theory data (ωB97M-V/def2-TZVPD) for a molecular structure, C19H41NOP2SiV in a non-equilibrium geometry.

CARTESIAN COORDINATES (ANGSTROEM)
V: -0.14 0.19 -0.45
Si: 2.24 0.50 -1.25
P: -0.69 0.71 -2.87
N: -0.97 -1.34 -0.59
H: 1.14 -0.61 -0.50
C: -2.46 0.77 -3.32
H: -2.58 0.67 -4.41
H: -2.88 1.72 -2.97
H: -2.99 -0.05 -2.81
C: -0.11 2.23 -3.69
H: -0.47 2.24 -4.73
H: 0.99 2.28 -3.68
H: -0.52 3.10 -3.16
C: -0.18 -0.61 -4.03
H: -0.52 -0.34 -5.04
H: -0.64 -1.56 -3.74
H: 0.91 -0.73 -4.03
C: 2.76 2.29 -1.13
H: 2.54 2.71 -0.14
H: 2.30 2.91 -1.90
H: 3.84 2.31 -1.28
H: 3.41 -0.15 -0.61
H: 2.33 0.20 -2.69
C: -0.92 -2.64 -0.88
C: -1.89 -4.88 -0.83
C: -2.02 -3.51 -0.60
C: 0.28 -3.20 -1.41
C: 0.38 -4.57 -1.61
C: -0.70 -5.41 -1.34
H: -2.73 -5.53 -0.60
H: -2.91 -3.05 -0.17
H: 1.13 -2.53 -1.59
H: 1.33 -4.96 -1.99
H: -0.60 -6.49 -1.51
C: -2.05 3.21 0.09
O: -2.37 2.30 -0.69
C: -2.67 3.27 1.47
H: -2.30 4.11 2.05
H: -2.46 2.34 2.03
H: -3.75 3.34 1.35
C: -0.94 4.18 -0.24
H: -1.24 4.78 -1.12
H: -0.01 3.66 -0.50
H: -0.73 4.85 0.60
C: -1.80 -0.56 3.01
C: -0.52 0.23 3.23
P: 0.70 0.06 1.85
C: 2.15 1.07 2.39
C: 2.59 1.04 3.85
C: 1.26 -1.71 1.98
C: 1.68 -2.28 3.34
H: -2.40 -0.19 2.17
H: -2.43 -0.48 3.92
H: -1.61 -1.62 2.83
H: -0.73 1.31 3.33
H: 0.00 -0.08 4.15
H: 2.98 0.76 1.74
H: 1.91 2.10 2.10
H: 3.04 0.08 4.13
H: 3.36 1.81 4.02
H: 1.78 1.26 4.55
H: 0.45 -2.32 1.56
H: 2.09 -1.80 1.27
H: 1.00 -2.03 4.16
H: 1.69 -3.38 3.28
H: 2.69 -1.96 3.63

Values from the calculation:
HOMO energy (alpha / beta) in eV: -6.34 / -6.13
Total charge: 0
Lowest unoccupied orbital energy (alpha / beta) in eV: 0.33 / 0.34
Total energy in eV: -76046.54943
Maximum force in eV/Å: 2.7
Orbital gap (alpha / beta) in eV: 6.67 / 6.47
Multiplicity: 2
⟨S²⟩: 0.7881

(2)
Density functional theory data (ωB97M-V/def2-TZVPD) for 2 unconnected molecules or ions with the total composition C3H8O2S in a non-equilibrium geometry.

CARTESIAN COORDINATES (ANGSTROEM)
O: 1.84 0.55 -0.73
C: 0.72 0.15 -0.80
C: -0.49 0.71 -0.10
C: -1.50 -0.38 0.32
S: -2.47 0.19 1.74
H: 0.50 -0.65 -1.53
H: -1.00 1.42 -0.76
H: -0.14 1.20 0.82
H: -2.30 -0.54 -0.40
H: -0.98 -1.29 0.64
H: -3.24 -0.92 1.83
H: 4.90 -0.78 -2.13
H: 3.47 -0.47 -1.64
O: 4.04 -1.18 -1.98

Values from the calculation:
HOMO energy (alpha / beta) in eV: -13.27 / -13.27
Total charge: +1
Lowest unoccupied orbital energy (alpha / beta) in eV: -4.72 / -9.73
Total energy in eV: -18160.71175
Maximum force in eV/Å: 1.6
Orbital gap (alpha / beta) in eV: 8.55 / 3.54
Multiplicity: 2
⟨S²⟩: 0.7532

(3)
Density functional theory data (ωB97M-V/def2-TZVPD) for 2 unconnected molecules or ions with the total composition C5H10O.

CARTESIAN COORDINATES (ANGSTROEM)
C: -1.66 1.80 0.57
C: -0.86 -0.47 1.21
C: -0.72 0.64 0.20
C: 1.97 -0.87 -1.62
C: 1.85 -1.68 -0.57
O: 0.03 -0.91 1.90
H: -2.66 1.43 0.82
H: -1.76 2.50 -0.25
H: -1.27 2.34 1.44
H: -1.89 -0.87 1.32
H: -1.00 0.23 -0.78
H: 0.32 0.96 0.15
H: 2.08 0.21 -1.51
H: 1.98 -1.25 -2.64
H: 1.83 -1.30 0.44
H: 1.75 -2.75 -0.69

Values from the calculation:
SMILES string: CCC=O.C=C
HOMO energy in eV: -9.85
Total charge: 0
Lowest unoccupied orbital energy in eV: 0.97
Total energy in eV: -7393.30268
Maximum force in eV/Å: 0.5
Orbital gap in eV: 10.81
Multiplicity: 1

(4)
Density functional theory data (ωB97M-V/def2-TZVPD) for C20H19N3O3S in the gas phase in a non-equilibrium geometry.

CARTESIAN COORDINATES (ANGSTROEM)
C: 3.11 2.60 -0.58
C: 4.00 1.42 -0.30
C: 5.32 1.62 0.07
C: 6.17 0.56 0.34
C: 5.69 -0.74 0.24
C: 4.37 -0.96 -0.12
C: 3.53 0.11 -0.39
N: 2.19 -0.08 -0.76
C: 1.50 -1.23 -0.93
O: 1.96 -2.36 -0.86
C: 0.04 -1.03 -1.23
C: -0.68 0.10 -0.88
C: -2.05 0.15 -1.08
C: -2.75 -0.89 -1.66
C: -2.01 -2.01 -2.05
C: -0.65 -2.09 -1.82
H: -0.10 -2.98 -2.08
H: -2.52 -2.84 -2.52
C: -4.23 -0.87 -1.85
H: -4.71 -1.51 -1.11
H: -4.62 0.13 -1.77
H: -4.48 -1.28 -2.83
S: -2.84 1.55 -0.27
O: -1.85 2.54 0.00
O: -4.06 1.96 -0.88
N: -3.28 0.82 1.19
C: -2.32 0.03 1.83
C: -2.55 -1.30 2.16
C: -1.53 -2.03 2.74
C: -0.30 -1.41 2.94
N: -0.09 -0.14 2.65
C: -1.06 0.57 2.12
H: -0.86 1.60 1.91
H: 0.54 -1.94 3.37
H: -1.67 -3.07 3.01
H: -3.52 -1.75 1.98
H: -4.19 0.39 1.11
H: -0.23 0.96 -0.40
H: 1.68 0.78 -0.89
H: 3.99 -1.97 -0.20
H: 6.34 -1.57 0.45
H: 7.19 0.74 0.62
H: 5.70 2.63 0.14
H: 3.67 3.52 -0.46
H: 2.72 2.57 -1.60
H: 2.27 2.63 0.12

Values from the calculation:
SMILES string: Cc1ccccc1NC(=O)c1ccc(C)c(S(=O)(=O)Nc2cccnc2)c1
HOMO energy in eV: -8.44
Total charge: 0
Lowest unoccupied orbital energy in eV: 0.05
Total energy in eV: -42496.83048
Maximum force in eV/Å: 1.1
Orbital gap in eV: 8.48
Multiplicity: 1

(5)
Density functional theory data (ωB97M-V/def2-TZVPD) for C4H8O3 in the gas phase.

CARTESIAN COORDINATES (ANGSTROEM)
C: 1.42 0.81 0.90
C: 0.48 0.61 -0.27
O: 1.11 -0.29 -1.18
C: -0.92 0.07 0.10
O: -1.83 0.44 -0.90
C: -0.86 -1.44 0.19
O: -1.51 -2.13 -0.57
H: 2.39 1.12 0.53
H: 1.04 1.58 1.58
H: 1.56 -0.12 1.47
H: 0.30 1.58 -0.76
H: 0.51 -0.41 -1.92
H: -1.23 0.46 1.09
H: -2.23 -0.39 -1.21
H: -0.21 -1.90 0.96

Values from the calculation:
SMILES string: C[C@@H](O)[C@@H](O)C=O
HOMO energy in eV: -10.30
Total charge: 0
Lowest unoccupied orbital energy in eV: 0.84
Total energy in eV: -10419.62779
Maximum force in eV/Å: 0.6
Orbital gap in eV: 11.15
Multiplicity: 1

(6)
Density functional theory data (ωB97M-V/def2-TZVPD) for 40 unconnected molecules or ions with the total composition H80O40 in a non-equilibrium geometry.

CARTESIAN COORDINATES (ANGSTROEM)
H: 3.70 -4.14 -2.54
H: 4.01 -5.39 -2.07
O: 4.43 -4.64 -2.34
H: 2.81 -2.06 -5.64
H: 3.00 -0.62 -5.28
O: 2.46 -1.27 -5.77
H: -4.97 3.60 2.08
H: -5.90 2.71 1.85
O: -4.90 2.70 1.79
H: 0.32 -0.31 6.10
H: 1.06 -0.48 4.67
O: 0.97 0.13 5.46
H: 0.96 2.75 1.66
H: 0.80 2.40 3.21
O: 0.47 2.97 2.44
H: 3.09 -0.25 -0.86
O: 2.71 -0.32 -1.74
H: -4.82 -2.88 -0.94
O: -4.81 -3.27 -0.05
H: -4.23 -1.02 3.15
H: -3.06 -0.38 3.65
O: -3.27 -1.09 2.95
H: -4.78 -3.98 2.41
H: -4.31 -2.52 2.97
O: -4.79 -3.30 3.21
H: -4.16 -0.05 -3.23
H: -3.14 0.21 -4.04
O: -4.07 0.15 -4.12
H: 3.45 3.29 -3.31
H: 3.19 1.74 -3.87
O: 3.73 2.32 -3.19
H: 1.24 3.36 -4.14
O: 0.81 2.54 -4.44
H: 0.66 -4.54 2.71
H: 1.01 -3.27 3.34
O: 1.40 -3.94 2.68
H: 1.41 -2.17 0.63
H: 2.84 -2.88 0.63
O: 2.33 -1.99 0.51
H: -2.13 5.85 2.24
H: -2.47 5.67 0.80
O: -2.52 5.20 1.59
H: -3.34 -0.50 -1.05
H: -4.24 0.77 -0.81
O: -3.70 0.40 -1.56
H: 4.56 0.60 0.04
H: 5.45 0.77 1.26
O: 4.90 1.27 0.59
H: -3.47 -4.33 0.10
H: -2.52 -5.46 -0.20
O: -2.63 -4.53 -0.11
H: 2.22 1.41 -0.86
O: 1.50 1.81 -0.29
H: 0.36 -3.28 5.03
H: 1.19 -2.17 5.78
O: 0.31 -2.62 5.82
H: 4.59 3.01 4.35
O: 4.11 2.79 3.56
H: 2.16 -1.20 3.82
H: 2.98 -2.21 3.91
O: 2.10 -2.02 4.31
H: 1.63 3.43 -2.06
H: 0.95 4.68 -1.65
O: 1.52 4.46 -2.39
H: 0.58 -0.45 1.30
H: 0.63 0.87 2.22
O: 0.09 0.13 1.92
H: -4.44 2.28 -3.25
H: -4.87 3.51 -3.28
O: -3.99 3.01 -3.34
H: -0.19 0.04 -1.95
H: -1.10 -0.17 -0.72
O: -0.26 -0.30 -1.20
H: -0.59 4.02 0.23
H: 0.47 3.36 -0.48
O: 0.37 4.12 0.11
H: -2.26 1.77 -1.35
H: -2.76 2.68 -0.42
O: -2.15 2.69 -1.17
H: -0.45 -2.15 -5.20
H: 0.84 -1.60 -5.83
O: -0.15 -1.57 -5.81
H: -2.13 -2.35 -1.82
H: -2.17 -1.29 -3.21
O: -2.54 -2.12 -2.78
H: 5.88 1.36 -1.02
H: 5.28 0.29 -2.11
O: 5.98 0.51 -1.49
H: -2.09 -4.03 1.68
O: -1.13 -3.73 2.08
H: -2.89 0.96 5.03
H: -1.91 0.13 5.95
O: -2.83 0.06 5.58
H: 0.74 1.24 -0.33
H: 2.20 -1.25 -1.69
H: 4.34 3.09 2.80
H: -5.46 -3.97 -0.17
H: -0.14 2.75 -3.97
H: -1.36 -3.16 2.87
O: -1.08 -3.85 -4.30
H: -1.04 -3.44 -3.51
H: -2.05 -4.12 -4.27
O: -2.16 -1.46 0.81
H: -2.16 -0.81 1.47
H: -1.48 -1.94 0.90
O: -2.09 2.33 1.71
H: -1.96 3.33 1.82
H: -1.93 2.22 2.76
O: 1.42 0.13 -3.94
H: 1.43 1.09 -3.95
H: 1.10 -0.28 -4.77
O: 0.92 -2.47 -2.32
H: 0.71 -2.09 -3.11
H: 0.24 -3.12 -2.04
O: 4.44 3.94 1.14
H: 3.68 3.36 1.00
H: 4.44 4.73 0.74
O: 2.70 0.87 3.58
H: 2.49 1.92 3.77
H: 3.62 0.89 4.09

Values from the calculation:
HOMO energy in eV: -10.16
Total charge: 0
Lowest unoccupied orbital energy in eV: -0.52
Total energy in eV: -83188.83121
Maximum force in eV/Å: 12.3
Orbital gap in eV: 9.64
Multiplicity: 1

(7)
Density functional theory data (ωB97M-V/def2-TZVPD) for a molecular structure, C27H35BaN5O2P2 in a non-equilibrium geometry.

CARTESIAN COORDINATES (ANGSTROEM)
Ba: -0.25 1.84 3.22
C: -2.00 1.89 -4.63
C: -2.11 0.64 -4.16
C: -1.32 -0.55 -4.60
C: 0.10 -0.27 -5.16
C: 0.95 0.60 -4.28
C: 1.03 1.93 -4.30
C: 0.30 2.83 -5.27
C: -1.10 2.36 -5.73
C: 1.70 0.77 4.95
H: -2.68 2.67 -4.26
H: -2.92 0.39 -3.46
H: -1.88 -1.11 -5.37
H: -1.21 -1.23 -3.75
H: 0.60 -1.24 -5.21
H: 0.03 0.09 -6.19
H: 1.61 0.03 -3.61
H: 1.76 2.45 -3.67
H: 0.91 2.99 -6.17
H: 0.18 3.81 -4.80
H: -1.58 3.25 -6.16
H: -1.00 1.63 -6.55
H: 1.54 1.37 5.86
H: 2.70 1.02 4.54
H: 1.71 -0.29 5.23
P: 1.54 -0.51 1.98
P: -1.38 -0.90 1.84
N: 2.61 0.83 1.40
N: 2.79 -1.70 2.25
N: -2.27 0.41 0.94
N: -2.74 -1.91 2.07
C: 0.95 -1.05 0.32
C: -0.45 -1.69 0.44
C: 2.61 2.18 1.75
C: 3.55 2.84 0.98
C: 4.14 1.88 0.12
C: 3.55 0.66 0.38
C: 3.77 -1.60 3.26
C: 4.49 -2.79 3.28
C: 3.97 -3.64 2.26
C: 2.92 -2.96 1.66
C: -2.51 1.75 1.33
C: -2.71 2.53 0.19
C: -2.64 1.64 -0.92
C: -2.41 0.38 -0.44
C: -3.77 -2.17 1.17
C: -4.72 -2.96 1.80
C: -4.24 -3.24 3.13
C: -3.01 -2.61 3.27
H: 1.64 -1.74 -0.18
H: 0.85 -0.16 -0.33
H: -0.95 -1.63 -0.54
H: -0.40 -2.76 0.69
H: 2.02 2.56 2.58
H: 3.76 3.90 1.05
H: 4.91 2.07 -0.61
H: 3.68 -0.31 -0.07
H: 3.79 -0.74 3.90
H: 5.31 -3.01 3.95
H: 4.34 -4.61 1.98
H: 2.23 -3.27 0.89
H: -2.71 1.97 2.38
H: -2.86 3.60 0.12
H: -2.76 1.87 -1.98
H: -2.38 -0.56 -0.96
H: -3.70 -1.81 0.15
H: -5.66 -3.28 1.37
H: -4.75 -3.81 3.89
H: -2.30 -2.57 4.07
O: -1.83 -0.22 6.50
N: -1.33 0.51 5.65
O: -2.02 0.73 4.55

Values from the calculation:
HOMO energy in eV: -6.39
Total charge: 0
Lowest unoccupied orbital energy in eV: -0.57
Total energy in eV: -59377.19404
Maximum force in eV/Å: 2.7
Orbital gap in eV: 5.82
Multiplicity: 1

(8)
Density functional theory data (ωB97M-V/def2-TZVPD) for a molecular structure, C8H8DyO5 in a non-equilibrium geometry.

CARTESIAN COORDINATES (ANGSTROEM)
O: -2.76 0.92 1.01
C: -1.91 1.08 0.29
Dy: -0.43 1.37 -0.86
O: -0.67 5.48 -0.25
C: -0.63 4.36 -0.43
C: -1.53 0.55 -2.30
O: -2.15 0.09 -3.11
C: 0.94 1.57 -2.16
O: 1.77 1.70 -2.88
C: 1.38 -1.57 1.46
C: -0.14 -1.69 1.53
C: -0.46 -1.65 0.03
O: 0.47 -0.68 -0.55
C: 1.50 -0.44 0.44
H: 1.87 -1.36 2.41
H: 1.78 -2.49 1.02
H: -0.54 -0.79 2.02
H: -0.50 -2.58 2.02
H: -0.22 -2.60 -0.43
H: -1.50 -1.40 -0.17
H: 1.25 0.53 0.93
H: 2.48 -0.40 -0.02

Values from the calculation:
HOMO energy (alpha / beta) in eV: -23.17 / -23.16
Total charge: +3
Lowest unoccupied orbital energy (alpha / beta) in eV: -16.86 / -16.62
Total energy in eV: -42703.08932
Maximum force in eV/Å: 17.8
Orbital gap (alpha / beta) in eV: 6.31 / 6.54
Multiplicity: 6
⟨S²⟩: 9.3214

(9)
Density functional theory data (ωB97M-V/def2-TZVPD) for a gas-phase ion, C4H7N4S2 (charge +1) in a non-equilibrium geometry.

CARTESIAN COORDINATES (ANGSTROEM)
C: 2.00 -0.76 -0.98
C: 0.03 0.52 -1.63
C: -0.37 -0.42 1.89
C: 0.33 -0.18 0.54
N: 1.10 -0.22 -1.93
N: 1.56 -0.65 0.32
N: -0.38 0.45 -0.34
N: -0.71 1.19 -2.48
S: 3.33 -1.44 -1.50
S: -2.09 0.22 2.33
H: -0.35 -1.63 1.86
H: 0.07 -0.08 2.80
H: 1.40 -0.15 -2.89
H: 2.03 -1.05 1.13
H: -2.49 0.66 1.05
H: -0.39 1.09 -3.50
H: -1.64 1.49 -2.16

Values from the calculation:
SMILES string: [NH2+]=c1nc(CS)[nH]c(=S)[nH]1
HOMO energy in eV: -12.67
Total charge: +1
Lowest unoccupied orbital energy in eV: -4.29
Total energy in eV: -31885.69684
Maximum force in eV/Å: 3.1
Orbital gap in eV: 8.38
Multiplicity: 1

(10)
Density functional theory data (ωB97M-V/def2-TZVPD) for C5H9NOS in the gas phase in a non-equilibrium geometry.

CARTESIAN COORDINATES (ANGSTROEM)
C: 1.16 -1.39 0.75
C: 1.48 0.03 0.19
C: -0.35 -0.04 0.07
C: 2.08 0.35 -1.18
C: -2.76 0.91 0.39
N: -0.16 -1.30 0.64
O: 1.96 -2.14 1.22
S: -1.11 1.24 1.04
H: 1.72 0.94 0.83
H: -0.56 -0.07 -1.08
H: 2.17 -0.64 -1.75
H: 3.16 0.57 -1.05
H: 1.59 1.22 -1.72
H: -3.01 1.15 -0.63
H: -3.58 1.40 0.97
H: -3.13 -0.08 0.64
H: -0.67 -2.15 0.68

Values from the calculation:
SMILES string: CS[C@@H]1NC(=O)[C@H]1C
HOMO energy in eV: -9.07
Total charge: 0
Lowest unoccupied orbital energy in eV: 0.82
Total energy in eV: -19701.78064
Maximum force in eV/Å: 4.8
Orbital gap in eV: 9.88
Multiplicity: 1

(11)
Density functional theory data (ωB97M-V/def2-TZVPD) for C3H10NOP in the gas phase in a non-equilibrium geometry.

CARTESIAN COORDINATES (ANGSTROEM)
C: 1.83 0.69 -0.31
C: -0.87 -0.99 -1.25
C: 0.95 0.31 0.88
N: -1.76 -0.34 1.40
O: -1.39 1.51 -0.39
P: -0.93 0.23 0.03
H: 2.95 0.57 -0.24
H: 1.59 0.11 -1.31
H: 1.77 1.68 -0.60
H: -0.52 -0.66 -2.22
H: -0.46 -1.96 -1.08
H: -1.92 -1.36 -1.67
H: 0.86 1.15 1.60
H: 1.17 -0.49 1.43
H: -2.05 0.52 1.81
H: -1.20 -0.97 1.92

Values from the calculation:
SMILES string: CC[P@@](C)(N)=O
HOMO energy in eV: -9.32
Total charge: 0
Lowest unoccupied orbital energy in eV: 0.83
Total energy in eV: -16099.58653
Maximum force in eV/Å: 6.5
Orbital gap in eV: 10.15
Multiplicity: 1